Entry 1:
DFT (ωB97M-V with the def2-TZVPD basis set) results for a 6-piece molecular cluster, C31H65BrNO24PS5 overall.

XYZ file:
```
128
Properties=species:S:1:pos:R:3:forces:R:3
O -5.669 10.799 5.922 -0.010 0.015 0.043
H 8.918 -0.312 0.055 -0.047 -0.054 0.014
C -2.408 2.238 -3.667 0.055 -0.184 0.101
H 3.851 -6.304 -2.306 -0.002 -0.002 -0.089
H -3.910 8.052 3.182 -0.102 0.053 -0.057
N -2.729 0.601 -1.891 0.204 0.054 0.165
H -1.243 0.436 -3.328 -0.028 -0.002 0.005
H 5.840 -5.560 -3.767 -0.021 -0.002 0.024
H -0.779 3.158 -4.798 0.109 -0.181 0.011
C -2.285 0.757 -3.279 -0.118 0.068 -0.226
H 6.500 -2.173 -0.533 -0.057 0.052 0.061
H -6.082 -0.239 0.886 -0.032 -0.014 -0.017
H -1.007 -3.582 -1.415 0.054 0.075 0.036
O -6.033 -0.169 -1.179 0.113 -0.033 -0.105
S -4.308 0.945 -7.554 -0.160 -0.050 0.156
C 5.756 -2.361 -2.521 -0.058 0.026 0.184
H 6.643 -2.030 -3.071 -0.118 -0.021 -0.168
H -7.702 1.031 -7.484 0.058 0.095 -0.051
P -0.956 -0.892 -0.729 -0.131 0.556 0.197
H -4.522 -0.667 0.131 0.003 0.012 -0.107
H 0.967 0.634 3.706 -0.001 0.008 0.016
O -7.087 -1.348 -3.034 0.023 0.016 -0.133
H 0.474 -3.825 -3.934 0.182 0.102 -0.016
H 4.871 -2.046 -3.085 0.079 0.036 -0.064
O -0.082 -1.751 -1.716 -0.091 0.024 0.043
C -1.284 -3.414 2.223 0.158 -0.373 -0.172
H -4.131 6.959 5.672 -0.084 0.077 0.098
O -3.468 4.785 5.580 0.001 -0.059 -0.035
O -7.351 -2.094 -0.685 -0.059 0.102 0.010
C 8.441 0.081 0.957 0.038 -0.090 0.078
C 5.357 -4.581 -3.693 -0.123 -0.158 0.112
H -1.420 4.640 8.237 -0.011 -0.005 -0.009
H -6.592 -0.343 -5.394 0.106 -0.029 0.015
H -0.196 -2.988 4.065 -0.080 -0.020 0.050
H -1.115 3.945 -3.277 0.008 -0.009 -0.018
O -0.292 0.315 -0.262 0.128 -0.060 0.052
O 4.321 0.554 6.213 -0.002 -0.049 0.033
H 2.501 2.209 2.664 -0.018 0.069 0.096
C -6.065 -2.200 -0.052 0.231 -0.070 -0.165
C 6.028 0.535 0.117 -0.093 0.257 -0.116
H 0.254 4.314 7.709 0.026 0.032 -0.138
C -5.603 -0.762 0.058 0.079 0.042 0.307
C 1.783 -6.040 -2.942 -0.041 0.281 0.154
H 5.413 0.292 -1.947 0.103 0.012 -0.059
H 7.027 -0.831 2.361 0.027 -0.018 0.012
O -1.078 4.795 6.204 0.079 -0.031 -0.034
H -1.220 -4.214 1.480 -0.107 -0.024 0.015
C -4.848 7.519 5.082 -0.051 -0.044 -0.132
H 3.894 1.128 2.929 0.043 -0.028 -0.026
C -1.060 2.969 -3.761 -0.178 0.247 0.037
O -5.629 8.359 5.954 0.095 0.032 0.040
H 4.789 -1.815 -0.673 0.008 0.026 -0.023
H 3.372 -3.796 -3.980 -0.107 -0.071 0.022
C -6.204 0.480 -5.989 -0.163 0.090 0.053
H -0.383 2.194 6.695 0.020 -0.005 0.036
C 1.997 0.295 3.579 -0.200 0.085 -0.085
O -3.675 -0.065 -8.321 0.098 -0.010 -0.004
C 5.781 -3.884 -2.400 0.117 0.216 -0.092
C 6.097 -0.187 -1.241 -0.076 -0.154 0.194
S 3.032 0.918 5.752 0.018 0.000 -0.046
H -6.182 -2.690 0.911 -0.166 0.020 -0.015
H 1.610 -6.040 -4.022 0.021 -0.256 0.021
C 3.842 -4.774 -3.828 0.153 0.059 -0.072
H 3.649 -5.353 -4.736 0.005 0.055 -0.010
O -8.491 -0.076 -1.458 -0.032 -0.032 -0.057
H 5.139 -4.177 -1.564 0.026 -0.109 -0.047
S -6.120 9.668 5.193 0.005 -0.006 -0.007
H 7.757 1.720 -0.248 0.023 0.099 0.108
H 7.111 -0.095 -1.643 -0.068 0.079 -0.129
C -1.163 2.721 7.247 0.315 -0.120 -0.085
C 3.195 -5.497 -2.645 -0.188 0.109 -0.016
O -5.234 9.470 3.881 -0.060 -0.081 -0.071
C 0.600 -3.777 -2.850 -0.305 -0.036 0.078
C -6.752 0.511 -7.403 -0.029 -0.188 0.025
H 7.781 -1.991 1.263 -0.118 0.026 -0.001
O -3.663 2.181 -7.295 0.075 0.049 -0.073
C 2.931 1.457 3.318 0.095 -0.085 -0.132
C 7.952 -1.081 1.836 0.119 0.103 0.101
C -0.697 -2.182 1.582 -0.657 0.266 0.014
H -0.268 2.413 -3.259 0.003 0.005 -0.056
S -7.355 -0.881 -1.720 -0.018 -0.020 0.209
H 7.220 1.788 1.420 -0.113 -0.060 0.003
H 6.795 -4.191 -2.130 -0.028 -0.004 0.040
H 5.327 1.371 0.034 -0.021 -0.038 0.056
C -0.566 -3.006 -2.235 -0.055 -0.270 -0.032
H 2.040 -0.483 2.821 0.090 0.047 0.142
H -2.953 2.280 -4.610 0.039 0.240 -0.013
C -4.202 8.502 4.127 0.179 0.012 0.111
S -2.263 4.041 5.457 0.023 -0.039 0.013
C 5.758 -1.671 -1.165 0.163 -0.121 0.057
H 8.692 -1.319 2.601 0.002 -0.053 -0.031
H -0.288 -5.682 -2.380 0.054 -0.041 -0.071
H -3.346 9.005 4.579 0.001 -0.014 0.013
H -1.360 -2.804 -2.955 0.048 0.069 -0.027
H 1.695 -7.060 -2.563 -0.019 -0.049 -0.179
H -1.395 2.186 8.162 -0.140 0.013 -0.029
H -5.405 -2.789 -0.692 0.028 0.017 0.018
H -2.349 -3.228 2.388 0.061 0.153 0.058
O 3.133 2.033 4.624 -0.101 0.047 -0.006
C 0.689 -5.196 -2.289 0.107 0.150 0.135
O -7.484 9.545 4.825 -0.029 0.028 -0.028
H -1.255 -4.405 4.140 0.019 0.010 0.050
H -3.018 2.731 -2.906 -0.111 -0.055 -0.084
O -5.759 1.250 -8.136 -0.011 0.108 0.066
O -1.454 -1.907 0.417 0.347 -0.286 -0.009
H 0.275 -4.488 3.274 0.039 0.066 0.031
H 1.507 -3.217 -2.616 0.052 -0.052 -0.156
O -4.791 0.293 -6.176 0.047 -0.097 -0.074
H -2.874 0.135 -3.960 0.095 -0.120 0.045
H 5.609 -0.133 0.876 0.066 -0.004 -0.025
C -0.573 -3.845 3.503 -0.072 0.014 -0.011
H -6.835 -0.490 -7.829 0.003 -0.005 0.016
O -1.805 3.641 4.176 0.020 0.023 -0.049
H 5.710 -3.988 -4.543 0.066 -0.091 -0.009
H -5.516 6.830 4.565 0.008 -0.008 -0.001
C 7.369 1.110 0.574 0.047 -0.105 -0.009
O 2.473 -0.248 4.828 0.080 -0.023 -0.063
O -2.369 -0.735 -1.447 -0.364 -0.339 -0.159
H -0.765 -1.315 2.238 0.283 0.032 -0.015
H 3.100 -4.806 -1.801 0.155 -0.056 0.044
Br 1.199 -2.460 1.220 0.162 -0.155 -0.150
H -3.744 0.523 -1.885 0.053 0.074 -0.001
O 2.032 1.324 6.680 -0.101 0.094 0.070
H -6.369 1.425 -5.470 -0.009 0.010 -0.013
H 9.229 0.604 1.503 0.016 0.080 -0.128
C -0.797 4.173 7.473 -0.104 -0.001 0.198
H 0.903 -5.110 -1.217 -0.093 -0.098 0.018
O -2.351 2.793 6.434 -0.079 0.055 0.116
```
Positions in Å, forces in eV/Å.

Computed properties:
SMILES	CCCCCCCCCCCCCCCO[P@@](=O)(ONCCC)O[C@H](Br)CC.O=S1(=O)OCCO1.O=S1(=O)OCCO1.O=S1(=O)OCCO1.O=S1(=O)OCCO1.O=S1(=O)OCCO1



Entry 2:
DFT (ωB97M-V with the def2-TZVPD basis set) results for a 3-piece molecular cluster, C31H65NO9P overall at a distorted geometry.

XYZ file:
```
107
Properties=species:S:1:pos:R:3:forces:R:3
H 2.234 0.125 -5.355 0.040 -0.030 -0.014
O 5.413 -1.245 7.003 0.002 0.030 -0.048
H -5.751 -1.454 1.105 -0.164 0.122 -0.009
H 4.529 1.141 4.785 -0.118 -0.164 0.024
H -7.162 -0.498 -2.629 -0.140 0.084 0.003
H -8.401 2.451 1.194 -0.134 0.010 0.200
C 4.009 0.559 -0.144 -0.753 0.869 -0.268
C 0.589 0.535 -6.662 -0.045 0.140 -0.024
H 6.637 -0.314 10.006 -0.005 -0.206 0.031
O 6.077 1.587 6.042 0.191 -0.142 0.002
H 2.651 -2.530 -4.800 0.091 0.014 0.033
H 3.100 -3.058 -6.437 -0.064 -0.017 0.013
C -10.830 2.791 1.168 -0.063 0.115 -0.409
H 5.074 0.747 -0.191 0.044 0.078 0.089
C -8.315 -0.348 -0.804 -0.056 -0.133 -0.534
C 1.982 0.469 -8.654 0.084 0.116 -0.107
C 4.238 1.151 10.124 0.128 0.071 -0.035
C 1.509 -1.210 0.687 -0.920 0.795 -0.636
P 3.356 2.345 -2.316 2.479 -0.310 -0.928
C -8.013 1.083 -0.381 -0.232 0.019 0.429
H 7.038 -0.042 7.504 -0.103 0.158 0.074
H 1.663 -1.739 1.625 -0.050 -0.073 0.046
C -3.430 -2.463 1.258 0.282 -0.935 -0.316
H -1.645 -1.874 -9.434 0.062 -0.042 -0.010
H -5.143 -1.319 -1.843 0.078 -0.244 0.084
H 3.423 2.630 0.016 -0.518 -0.095 0.509
H 1.275 0.814 -0.995 -0.130 0.258 -0.096
H 3.797 2.126 9.925 0.067 0.023 0.002
H 3.803 -0.830 5.891 0.032 -0.036 -0.006
H -9.227 -0.326 -1.404 -0.138 -0.062 0.148
C 3.135 1.747 -0.556 0.147 -0.252 -0.977
C 7.166 2.001 5.247 -0.119 0.051 0.093
C 1.341 -0.391 -5.731 -0.209 -0.358 -0.137
O 2.173 1.533 -3.117 -0.627 0.896 0.924
H -8.952 0.780 1.557 0.108 0.074 0.109
C -7.241 -1.016 -1.669 0.246 0.480 0.088
H -6.978 1.238 -0.067 0.082 -0.255 -0.052
C -5.722 -1.993 0.158 0.770 -0.702 -0.494
O 0.192 -1.028 -9.268 -0.161 0.202 0.228
C -1.075 -1.066 -9.889 0.111 -0.099 -0.011
H 2.254 -1.594 -0.012 0.003 0.016 -0.079
C -5.842 -1.047 -1.051 -0.269 -0.048 0.328
H -1.917 -2.876 -0.202 -0.023 -0.033 -0.045
C -1.965 -2.783 0.885 -0.098 0.664 -0.104
H 3.451 0.392 10.045 0.017 -0.030 0.088
H 7.774 2.679 5.842 -0.059 0.033 0.013
H 3.700 -1.504 -5.833 0.006 -0.006 0.085
C 2.847 -2.194 -5.826 -0.127 -0.036 -0.042
H -0.228 0.016 -7.167 0.091 -0.189 0.010
C 0.088 -1.456 0.160 0.046 -0.363 0.636
H -3.689 -3.104 2.102 -0.161 0.347 0.249
H -10.688 3.805 0.780 0.031 0.062 0.139
H 2.092 1.973 -3.979 -0.204 -0.427 -0.177
H -0.980 -1.259 -10.962 -0.088 0.063 -0.020
H -1.511 -0.772 1.477 0.133 0.102 0.066
C 6.393 -0.806 7.938 0.075 -0.129 0.024
H 2.703 1.142 -9.122 -0.047 0.057 0.027
H 3.724 -0.182 -0.894 0.428 -0.667 0.409
C 4.575 -0.262 6.419 -0.091 -0.125 -0.044
H -4.665 -3.873 0.232 0.104 -0.069 -0.121
H 0.354 0.918 -9.970 0.018 0.024 -0.002
H -7.548 -2.037 -1.903 0.001 -0.050 0.022
H 1.530 -0.263 -10.613 0.036 0.203 -0.059
H -1.618 -0.127 -9.729 -0.001 0.018 -0.089
H 3.713 -0.721 1.601 0.096 -0.007 0.135
H -10.440 2.744 2.185 -0.053 -0.077 0.071
O 5.249 0.931 9.165 -0.247 -0.119 -0.174
H -8.195 1.774 -1.207 0.086 -0.015 -0.072
C -8.877 1.553 0.782 0.073 0.214 -0.670
H -6.537 -2.718 0.185 -0.248 0.224 -0.125
H 6.819 2.529 4.350 0.091 -0.039 -0.065
H 2.945 4.297 -1.365 -0.230 0.314 -0.162
C -0.948 -1.686 1.284 -0.186 -0.252 -0.349
H -11.899 2.585 1.180 0.006 -0.120 -0.017
C 3.655 1.316 2.233 0.717 0.993 -0.754
H -0.433 -1.950 2.209 -0.034 -0.003 0.058
H 1.297 2.041 0.191 -0.816 -0.219 -0.567
H 2.540 -0.390 -8.279 -0.150 -0.127 -0.009
H 0.694 -0.656 -4.882 0.037 0.206 0.123
H 4.071 0.335 7.181 0.130 0.161 -0.012
C 3.808 2.427 2.667 -0.231 -0.354 -0.106
H 1.439 0.710 1.865 -0.868 -0.158 -0.264
C 3.422 0.265 1.250 -0.836 -0.742 -0.036
C 5.826 -0.361 9.268 0.108 0.331 -0.003
H -8.543 -0.975 0.061 0.139 0.061 0.131
H -3.560 -1.427 1.571 0.117 0.083 -0.092
C 0.986 0.059 -9.715 0.029 -0.362 0.017
H 0.121 -2.346 -0.466 -0.012 -0.022 -0.066
H 4.651 1.148 11.139 -0.089 -0.046 0.042
O 1.705 -1.589 -6.387 0.223 0.166 -0.123
H -5.524 -0.057 -0.719 -0.104 0.150 -0.210
O 1.414 1.224 -7.587 0.040 -0.017 0.128
H 7.786 1.146 4.955 -0.013 0.016 -0.091
H 5.078 -1.089 9.604 0.013 -0.027 -0.003
C 1.847 0.249 0.973 2.852 -0.892 0.624
C 5.268 0.617 5.400 0.093 0.211 0.203
H -1.659 -3.753 1.276 0.024 -0.006 0.060
O 3.002 3.952 -2.265 -0.686 -0.762 0.591
H 0.136 1.321 -6.049 0.024 0.024 -0.010
H 7.017 -1.683 8.124 -0.070 -0.045 -0.015
H -0.277 -0.645 -0.480 0.155 -0.008 -0.129
H 5.875 -0.011 4.734 0.022 -0.047 0.049
O -10.175 1.872 0.304 0.033 -0.020 0.466
C -4.404 -2.820 0.115 -0.407 0.037 0.789
H -3.913 -2.747 -0.855 -0.003 0.237 -0.061
H 3.909 3.422 3.024 0.104 0.040 0.371
N 1.758 1.215 -0.188 -0.050 1.149 0.993
```
Positions in Å, forces in eV/Å.

Computed properties:
net charge	+1



Summary of total energy in eV
-217336.560; -62395.343
(order as listed above)
Summary of LUMO level in eV
-0.07; -3.12
(order as listed above)